Entry 1:
A cluster of 11 separate species, C80H73F10I2N3O4 in total. Source: OMol25; level of theory: ωB97M-V with the def2-TZVPD basis set.

## Properties
Net charge   0
SMILES   CC(=O)OCCC[C@](C#N)(c1ccncc1)[C@@](C#N)(CCOC=O)[C@H](I)[C@H](C)I.Fc1ccccc1.Fc1ccccc1.Fc1ccccc1.Fc1ccccc1.Fc1ccccc1.Fc1ccccc1.Fc1ccccc1.Fc1ccccc1.Fc1ccccc1.Fc1ccccc1
2S+1   1
Highest occupied orbital energy   -8.96 eV
Maximum force   0.0343 Eh/bohr

The geometry in XYZ format:
```
172
Properties=species:S:1:pos:R:3:mulliken_charge:R:1
C -3.5132 -0.6776 0.0773 -0.537
C -4.3318 0.5949 0.1078 0.484
O -4.2200 1.3498 1.0411 -0.484
O -5.2354 0.9057 -0.8741 -0.433
C -4.6225 1.0533 -2.1607 0.022
C -4.3619 2.5267 -2.5399 -1.112
C -3.0373 2.6683 -3.3773 -1.393
C -1.9289 3.4276 -2.6324 3.498
C -1.8308 2.8006 -1.2807 -0.704
N -1.6535 2.2333 -0.2848 -0.553
C -2.4894 4.8536 -2.3301 -0.058
C -2.0525 5.5720 -1.2361 -0.558
C -2.5778 6.8213 -1.0137 -0.676
N -3.4849 7.4245 -1.7527 -0.627
C -3.9074 6.6977 -2.7676 -0.628
C -3.4651 5.4448 -3.1069 -0.031
C -0.5153 3.5533 -3.3465 2.850
C -0.4710 4.9308 -3.9595 -0.671
N -0.4625 5.9928 -4.4255 -0.689
C 0.5932 3.6413 -2.2527 -1.242
C 1.9615 4.1135 -2.7826 -0.638
O 2.8908 4.0477 -1.6624 -0.368
C 3.4493 2.8026 -1.5268 0.187
O 4.5573 2.5439 -1.8901 -0.489
C -0.1655 2.5906 -4.5204 -2.392
I -1.1985 3.0567 -6.3903 0.125
C -0.2911 1.0658 -4.3146 -0.203
C 0.0636 0.5048 -2.9280 -1.364
I 1.1612 0.1578 -5.6936 0.257
H -3.5707 -1.2534 0.9915 0.354
H -3.7306 -1.2748 -0.8164 0.353
H -2.4756 -0.3611 -0.0391 0.021
H -3.7218 0.4343 -2.2146 -0.166
H -5.3238 0.6275 -2.8863 0.418
H -5.2011 2.8200 -3.1778 0.284
H -4.3918 3.1890 -1.6720 0.553
H -2.7725 1.6370 -3.6325 -0.339
H -3.3339 3.1236 -4.3194 0.657
H -1.3172 5.1853 -0.5422 0.306
H -2.1949 7.3737 -0.1577 0.420
H -4.6692 7.1419 -3.4053 0.389
H -3.8697 4.9629 -3.9849 0.430
H 0.3129 4.3597 -1.4810 0.170
H 0.7525 2.6935 -1.7413 0.580
H 1.9711 5.1607 -3.0795 0.323
H 2.3856 3.4654 -3.5569 0.379
H 2.8178 2.0553 -1.0069 0.452
H 0.8736 2.7870 -4.7800 1.364
H -1.2353 0.6341 -4.6399 0.571
H 0.2020 -0.5743 -3.0465 0.730
H 1.0429 0.8858 -2.6278 0.395
H -0.7141 0.6288 -2.1700 -0.067
F -5.1287 -1.6175 2.7934 -0.269
C -5.5487 -0.8511 3.8235 0.241
C -6.4587 -1.3751 4.7203 -0.548
C -6.8873 -0.5911 5.7821 -0.546
C -6.4102 0.7042 5.9264 -0.129
C -5.4989 1.2151 5.0110 -0.849
C -5.0581 0.4327 3.9530 0.236
H -6.8245 -2.3849 4.5857 0.423
H -7.5945 -0.9908 6.4971 0.398
H -6.7481 1.3123 6.7498 0.396
H -5.1293 2.2264 5.1204 0.369
H -4.3443 0.8125 3.2357 0.256
F 2.4420 -3.8741 -10.7721 -0.324
C 3.2329 -3.1822 -9.9304 0.507
C 4.5742 -3.5011 -9.8517 -0.632
C 5.3881 -2.7822 -8.9872 -0.339
C 4.8504 -1.7666 -8.2073 -0.758
C 3.4981 -1.4647 -8.2965 -0.303
C 2.6817 -2.1715 -9.1668 -0.549
H 4.9688 -4.2961 -10.4603 0.560
H 6.4425 -3.0160 -8.9222 0.490
H 5.4862 -1.2104 -7.5303 0.394
H 3.0769 -0.6763 -7.6866 0.374
H 1.6271 -1.9442 -9.2555 0.459
F 6.6772 -5.3931 -9.9539 -0.356
C 6.5654 -6.3836 -9.0374 0.341
C 7.0806 -7.6306 -9.3314 -0.444
C 6.9733 -8.6451 -8.3913 -0.440
C 6.3457 -8.4041 -7.1771 -0.530
C 5.8294 -7.1462 -6.8996 -0.618
C 5.9428 -6.1249 -7.8319 0.109
H 7.5600 -7.8011 -10.2868 0.425
H 7.3795 -9.6242 -8.6071 0.387
H 6.2597 -9.1981 -6.4468 0.394
H 5.3369 -6.9583 -5.9549 0.386
H 5.5539 -5.1367 -7.6284 0.389
F -3.1358 -0.9409 -3.9269 0.094
C -3.1709 -2.1104 -4.6093 0.408
C -2.9282 -3.2900 -3.9358 -0.385
C -2.9672 -4.4862 -4.6369 -0.549
C -3.2372 -4.4857 -5.9987 -0.550
C -3.4740 -3.2887 -6.6602 -0.564
C -3.4463 -2.0908 -5.9612 -0.492
H -2.7116 -3.2687 -2.8751 0.451
H -2.7861 -5.4190 -4.1202 0.393
H -3.2629 -5.4197 -6.5442 0.385
H -3.6803 -3.2870 -7.7220 0.391
H -3.6363 -1.1476 -6.4578 0.405
F -1.2952 -1.7087 1.1903 -0.339
C -0.4877 -1.0329 2.0387 -0.042
C 0.8583 -1.3366 2.0740 -0.420
C 1.6847 -0.6365 2.9414 -0.679
C 1.1524 0.3469 3.7651 -0.316
C -0.2054 0.6349 3.7180 -0.701
C -1.0336 -0.0550 2.8450 0.416
H 1.2521 -2.1122 1.4286 0.513
H 2.7434 -0.8584 2.9749 0.468
H 1.7979 0.8886 4.4434 0.334
H -0.6208 1.3986 4.3622 0.423
H -2.0924 0.1619 2.7865 0.331
F 3.3073 -3.6195 -0.1659 -0.343
C 3.3094 -4.5703 0.7892 0.258
C 4.2238 -4.4880 1.8210 -0.345
C 4.2204 -5.4646 2.8062 -0.356
C 3.3128 -6.5131 2.7434 -0.463
C 2.4035 -6.5831 1.6973 -0.339
C 2.3961 -5.6034 0.7150 -0.374
H 4.9285 -3.6669 1.8485 0.439
H 4.9269 -5.4072 3.6235 0.367
H 3.3149 -7.2758 3.5111 0.371
H 1.6982 -7.4018 1.6455 0.364
H 1.6889 -5.6363 -0.1036 0.426
F 11.4513 -6.7913 -5.5492 -0.317
C 10.8872 -5.6568 -6.0045 0.368
C 10.9364 -4.5195 -5.2225 -0.465
C 10.3583 -3.3504 -5.6953 -0.297
C 9.7321 -3.3359 -6.9346 -0.629
C 9.6886 -4.4899 -7.7052 -0.209
C 10.2739 -5.6590 -7.2414 -0.498
H 11.4222 -4.5536 -4.2562 0.413
H 10.3957 -2.4504 -5.0961 0.369
H 9.2778 -2.4234 -7.2993 0.400
H 9.1965 -4.4802 -8.6697 0.417
H 10.2568 -6.5665 -7.8310 0.437
F -8.0678 1.3498 8.5020 -0.227
C -8.1191 2.4162 9.3253 0.500
C -9.2246 2.5909 10.1330 -0.583
C -9.2718 3.6868 10.9825 -0.367
C -8.2218 4.5953 11.0060 -0.610
C -7.1200 4.4063 10.1829 -0.408
C -7.0633 3.3061 9.3390 -0.417
H -10.0359 1.8759 10.0943 0.414
H -10.1288 3.8321 11.6265 0.368
H -8.2631 5.4512 11.6669 0.388
H -6.3032 5.1165 10.1982 0.472
H -6.2088 3.1365 8.6959 0.459
F 3.7817 2.1212 5.2749 -0.350
C 3.2208 3.1782 5.8953 0.336
C 3.2721 4.4196 5.2926 -0.449
C 2.6892 5.5045 5.9310 -0.338
C 2.0728 5.3380 7.1639 -0.468
C 2.0340 4.0840 7.7574 -0.389
C 2.6066 2.9937 7.1183 -0.315
H 3.7637 4.5308 4.3349 0.430
H 2.7164 6.4809 5.4660 0.360
H 1.6223 6.1868 7.6615 0.375
H 1.5570 3.9538 8.7198 0.387
H 2.5787 2.0066 7.5613 0.421
F -3.1476 5.3764 11.1723 -0.304
C -3.1421 4.4595 12.1606 0.228
C -2.2391 4.5908 13.1969 -0.442
C -2.2398 3.6474 14.2145 -0.385
C -3.1327 2.5843 14.1778 -0.439
C -4.0304 2.4664 13.1254 -0.464
C -4.0401 3.4128 12.1114 -0.030
H -1.5462 5.4220 13.2032 0.420
H -1.5426 3.7416 15.0364 0.361
H -3.1282 1.8479 14.9708 0.372
H -4.7241 1.6367 13.0934 0.368
H -4.7377 3.3423 11.2874 0.315
```

***

Entry 2:
A structure of composition C30H62BIN3O21S5. Source: OMol25; level of theory: ωB97M-V with the def2-TZVPD basis set.

## Properties
Net charge   +1
2S+1   1
Highest occupied orbital energy   -12.19 eV
Maximum force   0.0298 Eh/bohr

The geometry in XYZ format:
```
123
Properties=species:S:1:pos:R:3:mulliken_charge:R:1
C -4.0660 0.5310 -3.1653 -1.203
C -3.3617 -0.7286 -3.7060 -0.537
C -3.1378 -1.7902 -2.6231 0.307
C -3.0782 -3.2459 -3.1397 -0.978
C -1.6923 -3.9160 -2.9811 -0.164
C -1.7550 -5.4067 -2.5714 -1.080
C -1.2424 -5.6806 -1.1523 -0.782
C -1.7904 -4.6560 -0.1549 0.889
C -1.6282 -5.0467 1.3352 -1.287
C -0.4352 -4.3216 1.9786 -0.777
C -0.7814 -3.0503 2.7831 -2.344
C -0.8189 -1.7953 1.9119 2.011
B 0.5160 -1.5273 1.0549 -0.094
C 1.9008 -1.3531 1.7437 -0.662
O 0.3968 -1.4728 -0.3314 -0.640
C -2.1564 -1.8106 1.0868 0.036
N -2.9345 -0.6333 1.6194 -0.272
C -1.9685 0.2235 2.0076 0.171
N -1.9364 1.4980 1.7441 -0.014
C -0.8943 2.4903 2.1022 -0.187
C 0.5161 2.0492 1.6950 -1.183
C -0.9832 2.9633 3.5572 -0.446
C -0.1287 4.2397 3.7431 -0.664
C 1.0994 3.9708 4.6379 -1.163
N -0.9582 -0.4666 2.6728 -0.664
I -1.4558 -0.5612 4.6839 0.198
H -4.7282 0.9636 -3.9165 0.270
H -4.6880 0.3100 -2.3015 0.277
H -3.3590 1.3269 -2.9171 0.361
H -3.9703 -1.1283 -4.5155 0.417
H -2.3989 -0.3995 -4.1023 0.315
H -2.2746 -1.5310 -2.0036 -0.275
H -4.0145 -1.7201 -1.9698 0.185
H -3.8300 -3.8292 -2.6082 0.365
H -3.3328 -3.2513 -4.1987 0.478
H -1.0607 -3.3218 -2.3200 -0.066
H -1.2149 -3.8771 -3.9623 0.601
H -2.7882 -5.7531 -2.6355 0.389
H -1.1812 -5.9896 -3.2920 0.330
H -0.1483 -5.6955 -1.1225 0.273
H -1.5731 -6.6734 -0.8371 0.423
H -1.2584 -3.7191 -0.3313 -0.759
H -2.8404 -4.4606 -0.3904 0.313
H -2.5645 -4.8035 1.8396 0.475
H -1.4897 -6.1264 1.3699 0.462
H 0.0346 -5.0139 2.6787 0.501
H 0.3116 -4.1387 1.1990 0.388
H -1.7717 -3.1861 3.2242 0.629
H -0.0701 -2.9578 3.6039 0.714
H 2.2186 -0.3135 1.7993 0.196
H 1.9349 -1.8272 2.7266 0.347
H 2.6357 -1.8826 1.1301 0.276
H 0.5802 -2.3348 -0.7264 0.308
H -1.9666 -1.5721 0.0442 -0.356
H -2.8082 -2.6617 1.2296 0.372
H -3.5608 -0.2232 0.9318 0.394
H -2.7292 1.8573 1.2321 0.295
H -1.1349 3.3728 1.5073 0.498
H 0.9683 1.4805 2.5034 0.113
H 0.4815 1.4571 0.7810 0.332
H 1.1152 2.9375 1.5118 0.543
H -2.0294 3.2279 3.7287 0.375
H -0.6699 2.1777 4.2391 0.083
H 0.2259 4.6056 2.7804 0.403
H -0.7238 5.0059 4.2340 0.396
H 1.9548 4.5782 4.3475 0.331
H 0.8690 4.1490 5.6868 0.336
H 1.4186 2.9300 4.5568 0.264
C 7.7919 -1.4461 0.6910 -0.267
C 6.6588 -2.4493 0.7040 -0.352
O 5.9179 -2.1249 1.8887 -0.334
S 5.9889 -0.5465 2.1478 0.929
O 4.8117 0.0545 1.6295 -0.394
O 6.4042 -0.3323 3.4860 -0.615
O 7.2000 -0.2249 1.1534 -0.181
H 8.5860 -1.7312 1.3842 0.261
H 8.2094 -1.2960 -0.3002 0.264
H 7.0045 -3.4777 0.7538 0.366
H 6.0040 -2.3235 -0.1611 0.282
C -8.8100 1.3383 -3.6133 -0.315
C -9.2976 0.8360 -2.2719 -0.169
O -9.0264 -0.5762 -2.3043 -0.338
S -7.7133 -0.8527 -3.1644 1.057
O -6.6044 -0.9915 -2.2829 -0.451
O -8.0098 -1.8360 -4.1389 -0.581
O -7.6151 0.5759 -3.8668 -0.307
H -9.5278 1.1247 -4.4061 0.296
H -8.5831 2.4003 -3.6081 0.316
H -10.3569 1.0173 -2.1181 0.264
H -8.7283 1.2752 -1.4498 0.179
C -10.9389 3.4025 1.8428 -0.316
C -9.6044 3.9747 1.4093 -0.321
O -9.6862 4.0106 -0.0244 -0.289
S -11.2012 4.3036 -0.4655 1.112
O -11.3421 5.6854 -0.7367 -0.540
O -11.5826 3.3072 -1.4018 -0.515
O -11.8849 3.9893 0.9402 -0.305
H -10.9706 2.3181 1.7209 0.272
H -11.1967 3.6606 2.8658 0.312
H -8.7623 3.3617 1.7173 0.308
H -9.4672 4.9948 1.7723 0.290
C 7.6403 3.4094 -3.0313 -0.333
C 8.0541 4.1817 -1.7958 -0.317
O 7.3817 3.5033 -0.7196 -0.334
S 7.2753 1.9489 -1.0437 1.154
O 8.3430 1.2615 -0.4009 -0.473
O 5.9299 1.5408 -0.8775 -0.573
O 7.6246 2.0379 -2.5999 -0.322
H 6.6352 3.6793 -3.3587 0.290
H 8.3365 3.5297 -3.8560 0.324
H 7.7499 5.2233 -1.8239 0.330
H 9.1303 4.1204 -1.6237 0.250
C 11.4482 0.6815 -0.8563 0.121
C 11.7844 0.9748 0.5893 -0.260
O 13.2175 0.9386 0.6274 -0.351
S 13.8138 1.4672 -0.7599 1.074
O 14.1573 2.8377 -0.6362 -0.527
O 14.7416 0.5098 -1.2390 -0.535
O 12.4571 1.3713 -1.6063 -0.323
H 11.5254 -0.3861 -1.0763 0.284
H 10.4635 1.0394 -1.1334 -0.019
H 11.3741 0.2425 1.2783 0.266
H 11.4547 1.9733 0.8831 0.318
```

***

Entry 3:
A cluster of 2 separate species, C9H14 in total. Source: OMol25; level of theory: ωB97M-V with the def2-TZVPD basis set.

## Properties
Net charge   +1
ΔE to the lowest compared entry with this formula, charge and spin   39.5 kcal per mole
2S+1   2
⟨S²⟩   0.7665
Highest occupied orbital energy (spin up / spin down)   -13.83 / -13.83 eV
Maximum force   0.1044 Eh/bohr

The geometry in XYZ format:
```
23
Properties=species:S:1:pos:R:3:mulliken_charge:R:1
C 1.0337 -4.6150 0.2163 -0.856
C -0.1344 -3.7453 0.0916 -0.700
H 0.8651 -5.6754 0.7075 0.247
H 1.4009 -4.9669 -0.7332 0.291
H 1.9693 -4.1928 0.7438 0.242
H -0.6108 -3.4315 0.9817 0.284
H 0.0543 -2.8821 -0.5314 0.207
H -0.9618 -4.2949 -0.4086 0.287
C -0.5849 0.4978 1.9878 -1.588
C 0.0813 2.5437 -1.5772 -0.206
C -1.1395 2.1793 -1.1548 -0.427
C 1.1572 2.1154 -0.8792 -0.199
C -1.3430 1.2692 -0.1328 -0.314
C 1.0438 1.2082 0.1809 -0.521
C -0.2102 0.9300 0.6617 1.128
H 0.1405 3.2688 -2.4575 0.339
H -1.9563 2.5931 -1.6714 0.427
H 2.2260 2.2796 -1.2171 0.331
H -2.4158 1.0597 0.3355 0.326
H 1.9673 0.8671 0.5521 0.427
H 0.1315 -0.0103 2.5456 0.465
H -1.3642 -0.1991 2.0609 0.447
H -0.8687 1.2854 2.7259 0.363
```